1.
{"formula": "C54H61CaFN7O2P3", "method": "ωB97M-V/def2-TZVPD", "total_energy_ha": -4429.885302, "lumo_energy_ha": 0.019, "de_lowest_kj_mol": 0.0, "homo_ev": -6.87, "elements": ["Ca", "O", "N", "C", "C", "C", "C", "C", "C", "C", "P", "C", "C", "C", "C", "C", "C", "C", "C", "C", "C", "C", "C", "H", "H", "H", "H", "H", "H", "H", "H", "H", "H", "H", "H", "H", "H", "H", "H", "F", "N", "P", "C", "C", "C", "C", "C", "C", "C", "C", "C", "C", "C", "C", "C", "C", "C", "C", "C", "C", "H", "H", "H", "H", "H", "H", "H", "H", "H", "H", "H", "H", "H", "H", "H", "O", "P", "N", "C", "C", "C", "C", "N", "C", "C", "C", "C", "N", "C", "C", "C", "C", "H", "H", "H", "H", "H", "H", "H", "H", "H", "H", "H", "H", "H", "H", "H", "H", "H", "H", "H", "H", "H", "H", "H", "H", "N", "C", "C", "C", "C", "C", "N", "H", "H", "H", "H", "H", "H"], "xyz": [[-0.399, 0.140, -0.242], [-0.766, -0.354, 2.564], [0.585, -0.438, 2.210], [1.277, 0.281, 2.987], [2.734, 0.423, 2.874], [3.373, 0.841, 4.043], [4.743, 1.026, 4.093], [5.496, 0.804, 2.951], [4.868, 0.415, 1.777], [3.489, 0.214, 1.705], [2.711, -0.176, 0.083], [2.943, -1.986, -0.042], [2.504, -2.584, -1.226], [2.551, -3.959, -1.381], [3.020, -4.762, -0.348], [3.453, -4.178, 0.832], [3.420, -2.796, 0.982], [3.930, 0.485, -1.098], [3.719, 1.810, -1.481], [4.589, 2.433, -2.365], [5.662, 1.727, -2.892], [5.864, 0.400, -2.535], [5.005, -0.219, -1.638], [-1.262, -0.763, 1.837], [0.780, 0.824, 3.788], [2.773, 1.026, 4.926], [5.214, 1.350, 5.012], [6.569, 0.945, 2.963], [5.465, 0.277, 0.886], [2.098, -1.967, -2.022], [2.203, -4.408, -2.304], [3.042, -5.838, -0.464], [3.817, -4.796, 1.644], [3.760, -2.353, 1.911], [2.867, 2.352, -1.080], [4.420, 3.465, -2.646], [6.337, 2.206, -3.589], [6.694, -0.155, -2.955], [5.161, -1.256, -1.363], [-0.336, -0.015, -2.315], [0.186, 2.154, 0.460], [0.125, 3.670, 0.301], [1.761, 4.489, 0.454], [2.780, 3.733, 1.024], [4.057, 4.258, 1.169], [4.326, 5.549, 0.739], [3.317, 6.311, 0.161], [2.042, 5.782, 0.018], [-0.470, 4.283, -1.328], [-1.063, 5.525, -1.548], [-1.478, 5.898, -2.821], [-1.297, 5.033, -3.891], [-0.712, 3.790, -3.682], [-0.308, 3.416, -2.408], [-0.889, 4.643, 1.485], [-2.278, 4.649, 1.353], [-3.073, 5.351, 2.245], [-2.495, 6.026, 3.314], [-1.119, 6.003, 3.473], [-0.322, 5.327, 2.556], [2.551, 2.719, 1.333], [4.841, 3.653, 1.610], [5.322, 5.962, 0.844], [3.527, 7.315, -0.184], [1.266, 6.381, -0.445], [-1.213, 6.209, -0.720], [-1.942, 6.864, -2.976], [-1.618, 5.323, -4.885], [-0.577, 3.102, -4.507], [0.111, 2.429, -2.243], [-2.738, 4.117, 0.529], [-4.147, 5.382, 2.106], [-3.116, 6.573, 4.013], [-0.658, 6.529, 4.301], [0.755, 5.344, 2.674], [-2.530, -0.382, 0.244], [-3.980, -0.028, 0.141], [-4.411, 1.101, 1.244], [-5.704, 1.805, 1.242], [-6.214, 1.633, 2.668], [-4.926, 1.680, 3.489], [-3.921, 0.913, 2.631], [-4.810, -1.432, 0.329], [-6.275, -1.511, 0.220], [-6.533, -2.968, -0.171], [-5.343, -3.708, 0.439], [-4.182, -2.759, 0.177], [-4.441, 0.629, -1.301], [-4.312, -0.251, -2.482], [-4.635, 0.696, -3.626], [-3.954, 2.006, -3.207], [-3.868, 1.947, -1.671], [-6.373, 1.399, 0.484], [-5.548, 2.864, 1.012], [-6.697, 0.657, 2.773], [-6.936, 2.399, 2.950], [-5.026, 1.246, 4.483], [-4.595, 2.711, 3.605], [-3.924, -0.153, 2.887], [-2.902, 1.285, 2.730], [-6.654, -0.808, -0.526], [-6.745, -1.271, 1.180], [-6.515, -3.068, -1.259], [-7.499, -3.326, 0.182], [-5.176, -4.693, 0.003], [-5.488, -3.831, 1.515], [-3.781, -2.891, -0.833], [-3.357, -2.878, 0.878], [-5.000, -1.094, -2.404], [-3.288, -0.638, -2.572], [-5.716, 0.829, -3.693], [-4.278, 0.320, -4.584], [-4.511, 2.879, -3.544], [-2.951, 2.079, -3.625], [-4.435, 2.741, -1.184], [-2.826, 2.030, -1.344], [-1.381, -2.496, -2.166], [-1.025, -3.226, -1.075], [-1.287, -4.613, -1.040], [-0.982, -5.327, 0.090], [-0.415, -4.670, 1.182], [-0.187, -3.318, 1.062], [-0.484, -2.589, -0.023], [-1.575, -3.014, -3.005], [-1.057, -1.521, -2.286], [-1.731, -5.092, -1.904], [-1.178, -6.392, 0.128], [-0.142, -5.193, 2.087], [0.284, -2.768, 1.868]]}

***

2.
{"formula": "C54H62AlAsN6OPSi", "method": "ωB97M-V/def2-TZVPD", "total_energy_ha": -5607.739832, "lumo_energy_ha": -0.061, "de_lowest_kj_mol": 0.0, "homo_ev": -9.32, "charge": 1, "elements": ["Al", "C", "C", "C", "C", "C", "N", "C", "C", "C", "C", "C", "C", "C", "N", "C", "C", "C", "N", "C", "C", "N", "C", "C", "C", "N", "H", "H", "H", "H", "H", "H", "H", "H", "H", "H", "H", "H", "H", "H", "H", "H", "H", "H", "C", "N", "C", "C", "C", "O", "H", "H", "H", "H", "H", "H", "H", "H", "H", "C", "Si", "C", "C", "C", "H", "H", "H", "H", "H", "H", "H", "H", "H", "H", "H", "C", "C", "As", "C", "C", "C", "C", "C", "C", "C", "C", "C", "C", "C", "C", "P", "C", "C", "C", "C", "C", "C", "C", "C", "C", "C", "C", "C", "H", "H", "H", "H", "H", "H", "H", "H", "H", "H", "H", "H", "H", "H", "H", "H", "H", "H", "H", "H", "H", "H", "H", "H"], "xyz": [[0.897, 0.132, 1.161], [7.215, 0.422, 2.581], [5.861, -0.115, 2.195], [5.185, -1.032, 3.000], [3.935, -1.517, 2.660], [3.301, -1.116, 1.483], [1.985, -1.465, 1.116], [1.647, -2.796, 1.009], [2.602, -3.826, 1.115], [2.271, -5.161, 1.026], [0.958, -5.567, 0.811], [0.571, -7.022, 0.736], [0.014, -4.570, 0.660], [0.333, -3.219, 0.732], [-0.752, -2.285, 0.508], [-2.008, -2.596, 0.135], [-2.763, -1.447, 0.100], [-1.885, -0.443, 0.471], [-0.674, -0.947, 0.725], [3.993, -0.211, 0.681], [5.238, 0.297, 1.026], [3.358, 0.217, -0.531], [3.884, 0.363, -1.760], [2.886, 0.825, -2.591], [1.760, 0.929, -1.771], [2.050, 0.561, -0.529], [7.443, 0.196, 3.622], [8.003, -0.018, 1.965], [7.262, 1.503, 2.450], [5.644, -1.362, 3.925], [3.422, -2.215, 3.311], [3.634, -3.552, 1.274], [3.051, -5.907, 1.127], [1.408, -7.661, 1.015], [-0.259, -7.245, 1.408], [0.262, -7.302, -0.273], [-1.009, -4.877, 0.486], [-2.294, -3.601, -0.109], [-3.796, -1.357, -0.185], [-2.044, 0.615, 0.562], [5.720, 1.017, 0.372], [4.916, 0.120, -1.951], [2.956, 1.036, -3.644], [0.766, 1.273, -2.014], [1.985, 3.842, 0.424], [0.685, 3.981, 1.074], [0.376, 5.308, 1.608], [-0.163, 2.974, 1.157], [-1.513, 3.214, 1.772], [0.138, 1.824, 0.747], [2.133, 4.693, -0.240], [2.013, 2.929, -0.157], [2.780, 3.824, 1.172], [1.315, 5.797, 1.854], [-0.219, 5.244, 2.513], [-0.149, 5.915, 0.869], [-2.000, 4.091, 1.346], [-1.407, 3.374, 2.848], [-2.137, 2.340, 1.624], [0.831, -2.307, 4.448], [0.207, -0.544, 4.373], [0.513, 0.189, 6.068], [-1.650, -0.629, 4.133], [0.977, 0.559, 3.094], [0.129, -2.886, 5.057], [1.807, -2.364, 4.940], [0.909, -2.803, 3.476], [0.198, -0.515, 6.845], [-0.044, 1.120, 6.220], [1.574, 0.405, 6.224], [-2.104, -1.126, 4.996], [-1.931, -1.202, 3.243], [-2.102, 0.366, 4.052], [2.029, 0.683, 3.397], [0.509, 1.534, 3.301], [-3.762, 1.632, -3.602], [-3.801, 2.406, -4.920], [-3.404, 4.358, -4.899], [-5.234, 4.984, -4.614], [-5.855, 4.652, -3.410], [-7.146, 5.079, -3.131], [-7.830, 5.864, -4.051], [-7.208, 6.232, -5.235], [-5.916, 5.798, -5.514], [-3.264, 4.464, -6.841], [-2.049, 4.900, -7.363], [-1.826, 4.899, -8.736], [-2.822, 4.463, -9.597], [-4.040, 4.030, -9.086], [-4.259, 4.028, -7.716], [-2.182, 1.275, -2.692], [-1.376, -0.057, -3.667], [-0.676, -1.010, -2.922], [-0.021, -2.073, -3.530], [-0.070, -2.211, -4.909], [-0.771, -1.281, -5.668], [-1.415, -0.216, -5.055], [-1.156, 2.753, -3.048], [-0.212, 2.859, -4.067], [0.497, 4.041, -4.252], [0.273, 5.131, -3.423], [-0.654, 5.032, -2.393], [-1.351, 3.849, -2.203], [-4.195, 0.638, -3.748], [-4.405, 2.123, -2.869], [-4.801, 2.308, -5.348], [-3.110, 2.001, -5.654], [-5.323, 4.063, -2.670], [-7.616, 4.808, -2.194], [-8.839, 6.195, -3.840], [-7.728, 6.860, -5.948], [-5.441, 6.104, -6.437], [-1.274, 5.248, -6.690], [-0.878, 5.241, -9.130], [-2.651, 4.460, -10.667], [-4.821, 3.695, -9.757], [-5.214, 3.689, -7.330], [-0.635, -0.907, -1.843], [0.517, -2.793, -2.925], [0.434, -3.037, -5.394], [-0.817, -1.386, -6.745], [-1.945, 0.490, -5.676], [-0.031, 2.017, -4.726], [1.219, 4.113, -5.057], [0.812, 6.057, -3.584], [-0.851, 5.888, -1.758], [-2.087, 3.775, -1.407]]}

***

3.
{"formula": "C54H62Cl2F21N3O22P", "method": "ωB97M-V/def2-TZVPD", "total_energy_ha": -7273.372676, "lumo_energy_ha": -0.150, "de_lowest_kj_mol": 0.0, "homo_ev": -11.85, "charge": 1, "elements": ["C", "C", "C", "C", "C", "C", "O", "C", "C", "C", "O", "O", "P", "N", "O", "O", "C", "O", "C", "O", "C", "C", "C", "C", "C", "C", "C", "C", "C", "C", "C", "N", "C", "N", "C", "C", "O", "Cl", "C", "Cl", "H", "H", "H", "H", "H", "H", "H", "H", "H", "H", "H", "H", "H", "H", "H", "H", "H", "H", "H", "H", "H", "H", "H", "H", "H", "H", "H", "C", "C", "O", "C", "O", "C", "F", "F", "F", "H", "H", "H", "H", "H", "C", "C", "O", "C", "O", "C", "F", "F", "F", "H", "H", "H", "H", "H", "C", "C", "O", "C", "O", "C", "F", "F", "F", "H", "H", "H", "H", "H", "C", "C", "O", "C", "O", "C", "F", "F", "F", "H", "H", "H", "H", "H", "C", "C", "O", "C", "O", "C", "F", "F", "F", "H", "H", "H", "H", "H", "C", "C", "O", "C", "O", "C", "F", "F", "F", "H", "H", "H", "H", "H", "C", "C", "O", "C", "O", "C", "F", "F", "F", "H", "H", "H", "H", "H"], "xyz": [[1.392, -0.821, -2.717], [1.205, -1.911, -1.644], [-0.010, -1.518, -0.808], [2.532, -2.003, -0.831], [2.446, -1.449, 0.596], [3.199, -3.372, -0.901], [2.334, -4.519, -0.668], [1.704, -4.609, 0.507], [2.326, -4.660, 1.749], [3.830, -4.671, 1.852], [4.446, -3.690, 2.159], [4.342, -5.890, 1.619], [5.931, -6.034, 1.212], [6.822, -6.146, 2.452], [5.816, -7.317, 0.300], [6.258, -4.878, 0.156], [1.559, -4.747, 2.902], [2.092, -4.826, 4.148], [2.865, -3.716, 4.550], [2.488, -2.620, 4.261], [4.061, -4.071, 5.321], [4.708, -5.278, 5.088], [5.826, -5.627, 5.825], [6.282, -4.759, 6.805], [5.636, -3.552, 7.034], [4.524, -3.196, 6.301], [0.178, -4.786, 2.821], [-0.635, -4.867, 4.061], [-1.255, -3.723, 4.559], [-2.016, -3.876, 5.704], [-2.106, -5.146, 6.269], [-1.490, -6.230, 5.815], [-0.756, -6.086, 4.714], [-0.418, -4.771, 1.602], [-1.882, -4.853, 1.558], [-2.303, -6.315, 1.645], [-1.698, -7.200, 1.123], [-3.775, -6.552, 2.549], [0.309, -4.707, 0.466], [-0.478, -4.794, -1.028], [0.449, -0.585, -3.209], [1.764, 0.087, -2.237], [2.122, -1.137, -3.454], [1.050, -2.840, -2.192], [-0.908, -1.752, -1.383], [-0.105, -2.107, 0.108], [-0.027, -0.467, -0.549], [3.233, -1.329, -1.332], [2.111, -0.414, 0.593], [3.404, -1.534, 1.107], [1.731, -1.995, 1.214], [4.077, -3.367, -0.260], [3.579, -3.527, -1.909], [7.567, -5.465, 2.510], [6.380, -7.195, -0.476], [6.903, -4.277, 0.553], [4.333, -5.964, 4.343], [6.314, -6.567, 5.617], [7.140, -5.054, 7.392], [6.007, -2.907, 7.818], [4.009, -2.265, 6.488], [-1.159, -2.766, 4.062], [-2.539, -3.040, 6.142], [-2.722, -5.274, 7.151], [-0.264, -6.970, 4.327], [-2.348, -4.249, 2.324], [-2.260, -4.485, 0.606], [3.485, 0.318, 4.739], [3.418, 0.918, 6.125], [3.943, 2.260, 6.146], [3.107, 3.211, 5.762], [1.976, 3.074, 5.403], [3.796, 4.585, 5.882], [5.043, 4.553, 5.402], [3.859, 4.953, 7.167], [3.117, 5.510, 5.209], [4.506, 0.363, 4.355], [3.157, -0.724, 4.747], [2.849, 0.872, 4.048], [4.042, 0.358, 6.820], [2.401, 0.915, 6.515], [-6.679, -0.603, -2.102], [-5.415, -0.439, -2.911], [-4.438, 0.355, -2.191], [-3.707, -0.273, -1.300], [-3.743, -1.435, -1.006], [-2.703, 0.710, -0.672], [-3.265, 1.878, -0.360], [-1.692, 0.968, -1.518], [-2.167, 0.214, 0.447], [-7.075, 0.370, -1.812], [-7.432, -1.128, -2.685], [-6.488, -1.166, -1.187], [-5.620, 0.105, -3.829], [-4.985, -1.400, -3.187], [3.887, 8.335, 6.093], [4.558, 8.292, 4.740], [4.899, 9.618, 4.284], [6.025, 10.128, 4.744], [6.801, 9.620, 5.498], [6.246, 11.520, 4.116], [5.120, 12.243, 4.118], [6.647, 11.386, 2.843], [7.177, 12.195, 4.778], [3.020, 8.996, 6.065], [3.562, 7.348, 6.390], [4.565, 8.716, 6.857], [3.876, 7.896, 3.993], [5.445, 7.659, 4.751], [2.670, 11.516, 0.797], [1.638, 11.805, 1.864], [0.588, 10.810, 1.863], [0.858, 9.691, 2.510], [1.873, 9.423, 3.081], [-0.365, 8.753, 2.472], [-0.906, 8.704, 1.252], [-1.299, 9.189, 3.326], [-0.017, 7.520, 2.825], [2.194, 11.430, -0.180], [3.406, 12.317, 0.763], [3.188, 10.579, 0.999], [1.135, 12.750, 1.669], [2.089, 11.864, 2.853], [4.265, -4.127, -8.246], [3.047, -3.276, -8.527], [2.846, -2.290, -7.489], [3.568, -1.185, -7.596], [4.362, -0.920, -8.445], [3.203, -0.218, -6.453], [3.115, -0.853, -5.272], [2.019, 0.359, -6.692], [4.109, 0.743, -6.334], [4.188, -4.587, -7.260], [4.353, -4.913, -8.994], [5.174, -3.528, -8.263], [2.144, -3.881, -8.526], [3.117, -2.783, -9.495], [-8.670, 2.395, -7.639], [-8.031, 3.185, -6.521], [-8.798, 3.061, -5.300], [-8.588, 1.971, -4.591], [-7.838, 1.074, -4.853], [-9.440, 2.019, -3.306], [-10.682, 2.431, -3.559], [-8.885, 2.864, -2.427], [-9.506, 0.815, -2.743], [-9.708, 2.702, -7.778], [-8.129, 2.556, -8.572], [-8.668, 1.328, -7.417], [-8.017, 4.249, -6.745], [-7.003, 2.869, -6.345], [-11.045, -4.416, -6.731], [-10.447, -4.322, -8.117], [-9.961, -2.989, -8.386], [-8.759, -2.701, -7.920], [-8.030, -3.417, -7.301], [-8.378, -1.266, -8.333], [-9.399, -0.416, -8.146], [-8.044, -1.228, -9.627], [-7.340, -0.832, -7.626], [-11.824, -3.666, -6.600], [-11.478, -5.404, -6.576], [-10.288, -4.246, -5.966], [-11.203, -4.510, -8.876], [-9.645, -5.044, -8.260]]}

***

no.,maximum force (eV/A)
1,1.0
2,0.8
3,1.7